{"formula": "C5H8O2", "method": "the ωB97M-V functional and the def2-TZVPD basis", "elements": ["O", "C", "C", "C", "C", "O", "C", "H", "H", "H", "H", "H", "H", "H", "H"], "coordinates": [[-1.552, 1.176, 0.315], [-1.524, -0.162, -0.146], [-0.077, -0.607, -0.222], [0.772, -0.442, 1.067], [1.847, 0.206, 0.198], [3.014, 0.444, 0.358], [0.899, 0.322, -0.993], [-2.464, 1.487, 0.294], [-2.079, -0.825, 0.536], [-1.986, -0.245, -1.143], [-0.038, -1.635, -0.599], [0.332, 0.288, 1.755], [1.068, -1.338, 1.620], [0.501, 1.340, -1.080], [1.287, -0.010, -1.960]], "forces_ev_per_angstrom": [[-0.2737, 0.1887, 0.0326], [0.0398, -0.3899, -0.1413], [-0.1368, -0.0929, -0.0445], [0.0425, -0.0450, 0.1445], [0.4171, 0.1412, 0.0744], [-0.5571, -0.1238, -0.0834], [0.0575, 0.0336, -0.1310], [0.1739, 0.0051, 0.0449], [0.0804, 0.1126, -0.0778], [0.0693, 0.0422, 0.1307], [-0.0058, 0.1489, 0.0579], [0.0827, -0.0730, -0.0947], [-0.0329, 0.1306, -0.0874], [0.0908, -0.1267, 0.0262], [-0.0477, 0.0483, 0.1491]], "nbo_charge": [-0.73, -0.06, -0.23, -0.53, 0.62, -0.52, -0.53, 0.48, 0.16, 0.16, 0.21, 0.25, 0.23, 0.25, 0.23], "total_energy_ha": -345.76334, "charge": 0, "smiles": "O=C1CC(CO)C1", "lumo_energy_ev": 0.7, "homo_lumo_gap_ev": 10.0353}

=====

{"formula": "C5H8O2", "method": "the ωB97M-V functional and the def2-TZVPD basis", "elements": ["C", "C", "O", "C", "O", "C", "C", "H", "H", "H", "H", "H", "H", "H", "H"], "coordinates": [[1.102, 0.774, 1.130], [0.314, -0.112, 0.154], [0.935, -1.401, 0.128], [-1.268, -0.259, 0.338], [-1.658, -1.593, 0.408], [0.104, 0.466, -1.154], [-0.405, 0.907, -2.162], [1.262, 0.262, 2.085], [0.580, 1.716, 1.312], [2.094, 1.012, 0.720], [1.337, -1.543, -0.739], [-1.689, 0.195, -0.586], [-1.606, 0.352, 1.180], [-0.851, -2.118, 0.291], [-0.251, 1.341, -3.105]], "forces_ev_per_angstrom": [[-0.2000, 0.0184, -0.0186], [-0.4186, 0.3088, -0.2238], [-0.1035, 0.0421, -0.2648], [-0.6120, 0.2652, 0.1690], [0.0178, -0.3656, 0.4225], [1.1809, 0.5591, -1.1305], [1.6944, -0.0380, 0.0144], [-0.2174, -0.0082, -0.2309], [0.0021, -0.1005, -0.0276], [-0.3104, -0.1342, -0.0137], [-0.1335, 0.0312, 0.1488], [-0.3374, -0.6089, 1.4458], [0.0296, -0.3269, 0.3748], [-0.1214, -0.0134, 0.0937], [-0.4706, 0.3707, -0.7591]], "nbo_charge": [-0.61, 0.13, -0.72, -0.06, -0.71, -0.03, -0.25, 0.23, 0.22, 0.22, 0.49, 0.20, 0.16, 0.49, 0.24], "total_energy_ha": -345.67101, "charge": 0, "smiles": "C#C[C@](C)(O)CO", "lumo_energy_ev": 0.6, "homo_lumo_gap_ev": 9.8979}

=====

{"formula": "C5H8O2", "method": "the ωB97M-V functional and the def2-TZVPD basis", "elements": ["C", "C", "C", "O", "C", "C", "O", "H", "H", "H", "H", "H", "H", "H", "H"], "coordinates": [[-0.439, 1.784, -0.195], [-0.640, 0.298, 0.066], [-0.430, -0.792, -0.988], [0.921, -1.171, -1.169], [0.217, -1.659, 0.000], [0.357, -0.485, 0.993], [1.662, 0.028, 1.042], [-1.142, 2.152, -0.954], [0.580, 1.992, -0.538], [-0.605, 2.366, 0.723], [-1.653, 0.086, 0.424], [-1.135, -0.987, -1.790], [0.149, -2.730, 0.175], [0.024, -0.671, 2.018], [2.036, -0.182, 0.170]], "forces_ev_per_angstrom": [[0.0268, -0.0524, -0.0373], [0.3683, 0.4057, -0.0561], [-1.0777, 0.2043, 0.0810], [0.1916, -0.0499, 0.1735], [0.2604, -0.2244, -0.1641], [-0.1966, -0.1663, 0.0990], [-0.0518, -0.1817, 0.0154], [0.1611, -0.1175, 0.1469], [-0.1632, -0.0508, 0.0539], [0.0575, -0.1832, -0.2154], [0.0335, 0.1768, 0.1548], [0.2205, -0.2968, 0.0108], [0.1673, 0.2351, -0.1817], [-0.0336, 0.0883, -0.2168], [0.0360, 0.2129, 0.1363]], "nbo_charge": [-0.62, -0.25, 0.06, -0.50, 0.01, 0.08, -0.71, 0.21, 0.22, 0.22, 0.21, 0.20, 0.21, 0.19, 0.48], "total_energy_ha": -345.71400, "charge": 0, "smiles": "C[C@@H]1[C@H](O)[C@@H]2O[C@H]12", "lumo_energy_ev": 1.0, "homo_lumo_gap_ev": 10.7978}